[1]
Formula: C40H102B2F8N13O14Rb2
Source: the Open Molecules 2025 dataset
Level of theory: ωB97M-V with the def2-TZVPD basis set

CARTESIAN COORDINATES (ANGSTROEM)
Rb 2.558 -0.301 -2.867
Rb 3.276 1.444 4.059
C 6.053 -1.589 -0.347
C 6.344 -1.404 -1.864
C 6.414 -2.696 -2.711
O 5.475 -0.443 -2.429
H 4.992 -1.573 -0.095
H 6.499 -0.849 0.317
H 6.507 -2.481 0.083
H 7.370 -1.039 -1.834
H 5.399 -3.072 -2.842
H 6.972 -3.523 -2.272
H 6.821 -2.432 -3.687
B 6.239 2.751 4.143
F 5.101 3.486 3.862
F 6.164 2.147 5.431
F 6.337 1.700 3.179
F 7.414 3.554 4.130
B 1.163 -0.383 0.622
F 0.152 -0.685 1.563
F 2.127 0.342 1.156
F 1.865 -1.519 0.227
F 0.706 0.331 -0.456
C 3.186 -5.702 -3.543
O 2.866 -6.036 -2.223
C 2.623 -4.849 -1.373
C 2.894 -5.279 0.037
N 1.865 -6.180 0.565
C 0.678 -5.493 1.161
C -0.428 -6.532 1.626
O -0.818 -7.343 0.519
C -1.904 -6.830 -0.353
H 3.968 -4.959 -3.701
H 2.302 -5.418 -4.114
H 3.656 -6.579 -3.988
H 1.668 -4.385 -1.620
H 3.436 -4.133 -1.495
H 2.967 -4.362 0.622
H 3.838 -5.820 0.088
H 1.583 -6.762 -0.211
H 0.322 -4.821 0.380
H 0.833 -4.945 2.090
H -1.407 -6.211 1.983
H 0.023 -7.158 2.395
H -2.008 -7.478 -1.224
H -1.580 -5.894 -0.807
H -2.824 -6.773 0.229
C -4.083 1.867 3.427
O -3.236 1.257 2.444
C -3.901 0.481 1.513
C -2.956 -0.670 1.036
N -3.577 -1.504 0.017
C -4.310 -2.603 0.720
C -5.092 -3.548 -0.213
O -4.229 -4.440 -0.819
C -4.876 -5.402 -1.726
H -4.924 2.399 2.981
H -3.607 2.584 4.096
H -4.368 1.065 4.109
H -4.115 1.170 0.696
H -4.821 0.126 1.977
H -2.539 -1.297 1.825
H -2.110 -0.134 0.606
H -4.219 -0.909 -0.486
H -4.955 -2.243 1.521
H -3.608 -3.189 1.314
H -5.697 -2.982 -0.921
H -5.706 -4.132 0.471
H -4.153 -6.124 -2.106
H -5.286 -4.922 -2.615
H -5.672 -6.034 -1.334
C -0.788 0.587 4.626
O 0.402 0.196 5.241
C 0.549 -1.215 5.314
C 1.913 -1.577 5.952
N 3.057 -1.615 4.985
C 2.974 -2.476 3.818
C 4.298 -2.726 3.100
O 5.157 -3.696 3.586
C 6.244 -3.972 2.696
H -1.644 0.183 5.167
H -0.967 0.190 3.626
H -0.904 1.670 4.661
H 0.511 -1.661 4.320
H -0.294 -1.505 5.942
H 1.780 -2.541 6.442
H 2.173 -0.875 6.744
H 3.798 -2.075 5.494
H 2.315 -2.028 3.073
H 2.405 -3.357 4.114
H 4.912 -1.834 2.974
H 3.969 -3.113 2.136
H 6.015 -4.180 1.651
H 6.818 -4.819 3.072
H 6.980 -3.172 2.619
C -4.693 2.862 -3.417
O -4.009 1.979 -2.524
C -3.956 0.596 -2.880
C -5.200 -0.228 -2.637
N -5.770 0.045 -1.321
C -7.158 -0.276 -1.092
C -8.133 0.570 -1.912
O -8.404 1.828 -1.231
C -9.214 1.684 -0.070
H -5.720 2.560 -3.623
H -4.314 2.991 -4.431
H -4.703 3.900 -3.084
H -3.233 0.186 -2.176
H -3.567 0.513 -3.895
H -4.884 -1.255 -2.818
H -5.898 0.144 -3.388
H -5.759 1.049 -1.212
H -7.265 -0.086 -0.024
H -7.207 -1.325 -1.382
H -9.067 0.067 -2.159
H -7.705 0.718 -2.904
H -10.136 1.169 -0.340
H -9.461 2.680 0.296
H -8.735 1.156 0.754
C -0.959 2.679 -2.565
C -0.008 3.514 -3.519
C -0.854 4.555 -4.321
C -1.274 5.830 -3.552
C -0.124 6.440 -2.843
C 0.794 5.462 -1.974
N 1.112 4.239 -2.754
O 2.123 3.455 -2.267
C 2.013 6.371 -1.720
C 0.042 5.078 -0.646
C 0.639 2.616 -4.571
H -1.750 3.289 -2.127
H -0.229 2.400 -1.805
H -1.335 1.821 -3.122
H -0.458 4.765 -5.315
H -1.834 4.103 -4.472
H -2.027 5.487 -2.842
H -1.922 6.407 -4.212
H -0.575 7.136 -2.137
H 0.426 7.028 -3.578
H 1.702 7.397 -1.525
H 2.823 6.022 -1.080
H 2.527 6.385 -2.681
H -0.916 4.569 -0.743
H 0.617 4.387 -0.030
H -0.183 5.976 -0.071
H -0.040 2.063 -5.220
H 1.118 1.860 -3.948
H 1.412 3.041 -5.211
H 1.787 3.287 -1.383
C 3.702 6.303 1.790
O 2.942 7.183 1.331
N 3.311 5.257 2.494
N 5.016 6.274 1.553
H 2.331 5.291 2.736
H 3.947 4.479 2.591
H 5.531 5.411 1.652
H 5.290 6.888 0.800
C 4.464 2.675 -0.334
O 5.486 3.110 -0.780
N 4.200 1.414 -0.337
N 3.485 3.335 0.264
H 4.751 0.705 -0.800
H 3.433 1.123 0.253
H 2.745 2.818 0.717
H 3.611 4.317 0.464
C -0.858 -2.371 -2.516
O 0.164 -2.291 -3.165
N -1.073 -1.644 -1.453
N -1.943 -3.186 -2.600
H -0.292 -1.236 -0.960
H -1.947 -1.697 -0.949
H -1.981 -3.993 -3.205
H -2.650 -3.022 -1.897
C 0.118 3.058 2.425
O 1.298 2.952 2.748
N -0.539 2.167 1.650
N -0.730 4.057 2.610
H -0.066 1.297 1.451
H -1.544 2.180 1.556
H -0.254 4.908 2.874
H -1.725 4.018 2.442

Atoms 1-6, force components in eV/Å:
0.68 -0.08 0.37
0.11 -0.31 -0.13
0.13 -0.53 0.24
-0.84 1.31 0.13
-0.66 0.26 0.47
0.13 -1.27 0.66

Output
E_LUMO = 1.169 eV
frontier orbital gap = 5.1 eV
total charge = -1
E = -115585.25755 eV
2S+1 = 1

---

[2]
Formula: C21H31BiCl3IN6O6S6SeSi
Source: the Open Molecules 2025 dataset
Level of theory: ωB97M-V with the def2-TZVPD basis set

CARTESIAN COORDINATES (ANGSTROEM)
Bi 1.001 -0.203 0.104
N 0.859 -0.749 -2.667
C 1.671 -0.085 -3.675
C 1.257 1.374 -3.855
C 1.483 2.293 -2.657
N 0.663 1.904 -1.503
H 1.152 -1.714 -2.485
H -0.131 -0.727 -2.886
H 1.618 -0.582 -4.654
H 2.711 -0.133 -3.348
H 0.192 1.407 -4.128
H 1.811 1.788 -4.702
H 1.252 3.321 -2.963
H 2.532 2.272 -2.358
H -0.259 1.594 -1.798
H 0.532 2.674 -0.858
N 1.176 -1.423 5.472
C 1.161 -1.578 4.114
N 2.111 -2.324 3.582
S -0.054 -0.829 3.211
H 2.032 -1.615 5.967
H 0.615 -0.662 5.811
H 2.871 -2.683 4.133
H 2.138 -2.438 2.549
Cl 2.992 1.338 3.459
Si 1.590 1.789 1.957
Cl 0.032 2.715 3.033
Cl 2.449 3.498 1.041
C 6.576 1.863 -1.884
S 5.941 2.668 -0.391
C 5.673 1.258 0.615
C 4.687 0.334 0.487
S 3.488 0.445 -0.762
S 4.764 -0.964 1.664
C 6.091 -0.395 2.577
S 6.617 -1.123 3.982
S 6.797 1.021 1.923
H 6.755 2.655 -2.613
H 5.830 1.170 -2.270
H 7.507 1.339 -1.678
C -7.719 2.106 0.640
C -6.281 1.747 0.359
C -5.504 1.101 1.309
C -4.169 0.780 1.075
C -3.363 0.091 2.144
C -3.612 1.097 -0.165
C -4.378 1.737 -1.144
C -3.790 2.096 -2.485
C -5.699 2.065 -0.862
C -2.169 0.737 -0.443
O -1.307 1.192 0.339
O -1.929 0.007 -1.443
H -8.018 1.771 1.633
H -8.391 1.647 -0.088
H -7.872 3.186 0.589
H -5.943 0.842 2.268
H -3.996 -0.169 2.993
H -2.546 0.726 2.490
H -2.899 -0.824 1.770
H -3.456 1.202 -3.010
H -2.915 2.739 -2.371
H -4.525 2.623 -3.095
H -6.289 2.573 -1.619
I -2.166 -6.807 -0.141
C -1.705 -4.797 -0.134
C -2.246 -3.837 -0.956
N -1.673 -2.679 -0.591
N -0.804 -2.826 0.420
C -0.810 -4.113 0.710
H -2.958 -3.905 -1.760
H -1.847 -1.743 -0.968
H -0.145 -4.507 1.459
O 1.552 -3.227 -1.386
Se 2.616 -3.344 -0.145
O 4.157 -3.202 -0.634
O 2.282 -1.976 0.853
O 2.330 -4.606 0.839

Atoms 1-6, force components in eV/Å:
0.29 -0.47 -0.07
0.14 -0.14 0.07
-0.05 0.08 0.06
-0.03 -0.03 0.05
-0.04 -0.05 0.01
0.00 -0.01 0.06

Output
relative energy (zero: lowest compared OMol25 entry of this formula, charge and spin) = 22.3 kcal per mole
E_LUMO = 3.579 eV
frontier orbital gap = 6.4 eV
total charge = -2
E = -233257.18002 eV
2S+1 = 1

---

[3]
Formula: C7H7NO2S
Source: the Open Molecules 2025 dataset
Level of theory: ωB97M-V with the def2-TZVPD basis set

CARTESIAN COORDINATES (ANGSTROEM)
N -2.501 0.678 -1.063
S -1.645 1.316 0.045
O -1.240 2.702 0.176
C -0.213 0.218 0.297
C 0.937 0.652 1.246
C 1.132 0.738 -0.267
C 1.922 -0.390 -0.817
C 1.225 -1.494 -0.556
C -0.134 -1.278 0.023
C -1.138 -2.118 0.188
O -2.000 -2.835 0.541
H -2.087 0.277 -1.847
H -2.399 1.064 1.146
H 1.527 -0.031 1.769
H 0.702 1.639 1.795
H 1.266 1.774 -0.761
H 2.918 -0.417 -1.163
H 1.728 -2.496 -0.754

Atoms 1-6, force components in eV/Å:
-0.52 1.76 2.94
-0.57 -1.89 -0.75
0.15 -0.65 -0.38
1.80 0.06 0.33
-2.13 3.74 -0.85
0.89 2.82 -0.20

Output
relative energy (zero: lowest compared OMol25 entry of this formula, charge and spin) = 80.5 kcal per mole
E_LUMO = 0.445 eV
frontier orbital gap = 9.0 eV
total charge = 0
E = -23787.69356 eV
2S+1 = 1

---

[4]
Formula: C3H6FNO
Source: the Open Molecules 2025 dataset
Level of theory: ωB97M-V with the def2-TZVPD basis set

CARTESIAN COORDINATES (ANGSTROEM)
C 1.424 0.723 0.014
C 0.819 -0.593 0.393
C -0.584 -0.271 -0.225
H 2.592 0.957 0.357
H 0.924 1.498 0.500
H 1.434 0.791 -1.135
H 0.730 -0.837 1.528
H -0.742 1.178 -1.013
H -3.715 -0.895 0.053
N -1.656 -1.083 0.200
O -2.734 0.007 -0.218
F 1.507 -1.476 -0.454

Atoms 1-6, force components in eV/Å:
5.42 0.73 -0.18
-0.69 1.57 -1.58
-4.25 -2.80 1.92
-2.79 -1.20 -0.75
-1.09 1.51 0.33
-0.19 0.12 1.93

Output
relative energy (zero: lowest compared OMol25 entry of this formula, charge and spin) = 208.6 kcal per mole
E_LUMO = 0.094 eV
frontier orbital gap = 10.0 eV
total charge = 0
E = -9454.74827 eV
2S+1 = 1